Density functional theory data (ωB97M-V with the def2-TZVPD basis set) for a molecular structure, C43H79Br21Hg2N4O4.

XYZ file:
```
153
Properties=species:S:1:pos:R:3:forces:R:3
Hg -1.035592 -1.285334 -0.957080 -0.7750 -0.2212 0.4409
Hg 2.554438 -0.495360 0.877434 -0.0328 -0.7750 0.1928
C 2.477154 -5.019235 -0.869927 0.9621 0.2275 0.6386
C 2.986211 -3.796621 0.063382 0.1673 -0.0675 -0.1625
C 4.551558 -3.921313 0.535702 0.0575 -0.4418 -1.5964
C 5.543886 -3.453237 -0.628358 -1.8060 -1.0345 1.4517
C 5.123457 -2.139827 -1.179183 0.8320 0.8907 -1.9371
C 3.703959 -2.001773 -1.786338 -0.2537 0.0534 0.9803
N 2.821523 -2.424420 -0.655628 -0.7374 1.4528 1.6339
O 1.415513 -1.972808 -0.873876 0.6010 -0.3353 0.1109
C 3.460787 -2.915150 -3.068654 -0.1562 1.5019 0.6311
C 3.598831 -0.400862 -2.107381 -0.9643 -1.5715 0.1087
C 2.067484 -3.817092 1.345530 -0.1516 -0.1116 -0.1894
H 1.477778 -4.886589 -1.284370 -0.0688 0.4026 0.3474
H 2.500638 -5.949479 -0.302317 -0.3455 0.1505 0.5618
H 3.094994 -5.335125 -1.710516 0.4393 0.8008 -0.1631
H 4.837498 -4.955190 0.729188 -0.6455 -0.6308 -0.5511
H 4.841866 -3.584021 1.530720 -0.7566 1.3767 -0.1293
H 5.423378 -4.243214 -1.369652 0.4629 0.0190 -0.2441
H 6.569414 -3.397054 -0.263363 -0.0368 -0.2259 -0.0592
H 5.735669 -1.865987 -2.038431 0.5177 -0.4077 -0.4343
H 5.469544 -1.339971 -0.524529 -1.0119 0.1803 0.6142
H 4.237775 -3.675664 -3.146201 -0.0579 0.1704 -0.3046
H 3.390023 -2.237686 -3.919619 0.7049 -0.1992 -0.3294
H 2.475311 -3.379330 -3.107136 0.0271 -0.1053 0.6760
H 4.007079 0.218028 -1.308385 0.3134 -0.2327 0.2346
H 2.581136 -0.038240 -2.251994 -0.2916 -0.4844 0.0374
H 4.122161 -0.127966 -3.023766 0.3469 -0.4301 0.0399
H 2.435062 -3.331541 2.249530 0.5661 0.5695 -0.3536
H 1.863411 -4.818481 1.724580 0.3909 -0.4371 -0.4699
H 1.059126 -3.437581 1.180351 0.1097 0.3034 -0.4920
C -0.687838 -2.440240 -3.888707 -0.2829 0.2125 -0.4695
C -1.699588 -3.586659 -3.591149 1.4246 0.2708 1.8621
C -0.816777 -4.898379 -3.764841 0.5453 1.2109 -2.2496
C -1.345022 -6.177920 -3.284277 -0.0369 0.0905 1.9839
C -1.457914 -5.982697 -1.766517 -2.7825 -1.1240 -1.4612
C -2.525598 -4.825177 -1.441596 2.1744 0.5522 1.2431
N -2.116946 -3.522342 -2.142187 0.1261 -1.3377 -0.5462
O -2.967961 -2.372825 -1.759382 2.7194 -0.2473 0.0602
C -2.011407 -4.544766 -0.002619 -1.8249 -0.0238 0.7312
C -4.058587 -5.314610 -1.559208 1.7752 0.1838 -0.5055
C -2.815223 -3.567336 -4.594731 -0.7442 -0.4747 0.6513
H 0.196555 -2.355435 -3.257234 -0.0636 -0.4443 0.5753
H -1.123595 -1.442972 -3.949405 -0.4898 0.0495 0.1492
H -0.273656 -2.588285 -4.886021 -0.0347 -0.1752 -0.2268
H 0.219729 -4.748844 -3.462512 -0.0726 0.2963 0.5782
H -0.719793 -5.022346 -4.843425 0.1072 0.4152 -0.4380
H -0.710920 -7.056218 -3.405149 0.1803 0.1754 -0.7224
H -2.307190 -6.334346 -3.771998 -0.2135 -0.4025 0.3193
H -0.516522 -6.034247 -1.219503 0.1879 1.1174 -0.3513
H -1.873035 -6.941523 -1.455991 -0.7163 0.0617 0.6519
H -0.967758 -4.236519 0.059769 0.0056 -0.0482 -0.4540
H -2.130285 -5.470929 0.559684 0.0902 -0.0838 0.2978
H -2.620822 -3.804222 0.515359 -0.0095 0.1670 0.0027
H -4.595855 -4.616382 -2.201011 -0.1681 0.0687 0.3401
H -4.575741 -5.513665 -0.620578 0.2088 0.5636 0.2204
H -4.083563 -6.289005 -2.047090 0.1484 -0.0085 -0.2997
H -3.556135 -4.267411 -4.208662 0.0553 -0.7428 -0.6172
H -2.353940 -3.852667 -5.540203 -0.7421 0.1293 -0.2898
H -3.444123 -2.677222 -4.611885 0.7154 0.5269 -0.2470
C -2.125369 2.382427 2.015700 -0.9361 0.6222 0.5248
C -2.093971 1.083108 1.224585 0.5686 -0.7926 -0.4535
C -3.353061 0.870539 0.380038 -1.4164 1.7952 -0.2995
C -3.576475 1.731319 -0.914559 1.5324 -1.0723 1.0425
C -2.273074 1.828050 -1.728743 -1.4872 0.7414 -0.8500
C -0.885460 1.892948 -1.050902 -1.6563 -0.5361 0.3288
N -0.929370 0.970709 0.196208 -2.0836 -0.8419 -1.8190
O 0.255781 0.300836 0.536810 0.8741 -0.7655 0.4552
C -0.598545 3.343461 -0.679545 1.0319 1.2000 -0.1382
C 0.082015 1.420758 -2.188023 0.7755 1.2151 2.0101
C -2.271603 -0.098001 2.273558 1.1611 0.2249 -0.7802
H -2.655637 3.192876 1.515631 0.7843 0.3422 -0.7385
H -1.200527 2.694102 2.501111 0.2753 0.0236 -0.5191
H -2.826987 2.303550 2.846128 -0.0689 -0.7402 0.3799
H -4.184598 1.203920 1.000931 -0.1675 -0.2386 0.5043
H -3.530574 -0.194921 0.233880 0.2432 -0.0220 -0.4680
H -3.932477 2.741497 -0.712319 0.0357 -0.1001 0.4911
H -4.367008 1.239312 -1.481204 0.0993 0.0510 -0.2315
H -2.437864 2.756717 -2.275120 0.5427 0.4113 -0.1221
H -2.337533 1.144867 -2.575622 0.4734 -0.8143 0.3115
H -1.425904 4.046067 -0.579849 -0.6315 -0.6485 0.5201
H -0.059069 3.887553 -1.454805 0.3649 -0.3963 -0.4843
H 0.051207 3.473762 0.185867 -0.0944 -0.4389 0.3210
H 1.064464 1.677834 -1.792045 0.4958 -0.9313 0.0627
H 0.073174 2.106065 -3.035595 -0.8893 -0.1454 -0.1898
H -0.036218 0.379083 -2.486436 0.1881 0.0395 -0.0700
H -1.482903 -0.242106 3.011993 0.3294 0.2844 -0.1719
H -2.405875 -1.051742 1.763213 0.1308 -0.0728 -0.1254
H -3.180564 0.065032 2.852628 -0.0956 0.2830 -0.2726
C 3.184759 0.633128 5.439594 0.1545 0.0093 0.5490
C 2.509066 0.449626 4.079927 -2.1279 1.4930 -0.5096
C 1.367424 1.534558 3.761072 0.5048 0.8567 1.2481
C 1.915004 2.924912 3.420044 1.1486 -1.1119 -1.1061
C 3.031123 2.900874 2.301639 0.3552 0.0106 2.5315
C 4.152248 1.758404 2.556524 -1.0202 2.4907 0.3834
N 3.398917 0.555698 2.870712 -1.3008 -0.9289 -1.3093
O 4.136768 -0.635424 2.570113 0.1463 -0.8056 -0.1544
C 5.130582 2.276185 3.676384 -0.1704 0.4417 -0.6353
C 4.959098 1.790766 1.243931 0.5041 -1.7023 -0.3874
C 1.660471 -0.829667 4.151397 0.3548 -0.8052 -0.2844
H 2.669316 0.234413 6.313346 -0.6819 -0.7658 -0.4604
H 3.250705 1.651886 5.821549 0.7628 0.3017 -0.7523
H 4.117667 0.070444 5.405413 0.3593 0.4975 0.1073
H 0.836582 1.812026 4.671741 -0.1751 -0.7686 0.6025
H 0.559043 1.183451 3.119703 0.5864 -0.3306 -0.5946
H 2.340082 3.250250 4.369551 0.2798 0.4925 -0.1380
H 1.102735 3.608574 3.173198 0.0467 0.0739 -0.1197
H 3.595281 3.818648 2.467512 -0.0546 0.3682 -0.5555
H 2.589326 2.903036 1.305188 0.1586 -0.4151 -0.0583
H 4.595157 2.772266 4.485902 0.0337 -0.0520 -0.0607
H 5.731148 3.015984 3.147118 0.0125 0.3265 0.3598
H 5.870489 1.607165 4.115751 -0.4188 -0.5828 -0.2312
H 5.644031 0.945745 1.173963 0.0861 -0.2062 0.2991
H 5.602866 2.658596 1.100605 -0.3762 0.3212 0.5081
H 4.399309 1.728225 0.310751 -0.6558 0.0057 0.1208
H 1.130827 -0.995331 3.213247 -0.0032 -0.1480 -0.2177
H 0.891088 -0.766344 4.920900 -0.1006 0.7476 0.0067
H 2.147649 -1.755463 4.457448 0.6744 0.0812 -0.4179
C -2.475642 5.274508 4.104437 0.2536 -0.4598 -0.1762
Br -2.196333 6.303457 2.433197 -0.6940 -0.4798 1.2185
Br -3.870594 5.821142 5.334335 0.1058 0.2268 -0.6829
Br -0.853920 5.027709 5.151321 -0.0212 0.1895 -0.3905
H -2.724278 4.267560 3.769283 -0.0772 0.4065 0.0317
C -5.321673 -2.784361 3.275538 0.0734 0.7989 0.0055
Br -5.315773 -3.424632 1.428590 -0.3965 0.5178 0.9095
Br -6.236033 -0.944457 3.511380 0.9064 -1.7514 -0.1610
Br -3.490793 -2.769734 3.923285 -0.4448 0.1092 0.0472
H -5.833088 -3.459430 3.961708 -0.2127 0.2091 -0.5406
C -8.641512 0.268877 0.599256 -0.7550 0.3331 -0.6850
Br -9.642770 -0.675943 -0.830145 0.6918 0.2626 0.5880
Br -9.467228 2.054146 0.783422 0.3598 -0.7623 0.2193
Br -6.761707 0.465756 0.253791 -0.4001 -0.1553 -0.2045
H -8.789799 -0.331676 1.496716 0.0782 0.3835 -0.1172
C 1.138167 7.954110 1.193037 -1.0227 -0.1234 0.7353
Br 0.837091 7.906539 3.240127 0.6472 0.6303 -2.0202
Br 0.028070 9.340295 0.224856 0.6710 -1.3157 0.9370
Br 0.801291 6.096648 0.626299 0.3294 1.1249 -0.2436
H 2.156876 8.238346 0.929346 -0.2064 -0.2460 0.4912
C -5.532707 5.970133 -1.500086 0.3051 -0.3112 0.7529
Br -6.367621 4.185114 -1.544957 0.1775 1.0677 -0.0396
Br -3.579068 5.731714 -1.597276 -0.8063 0.1765 0.0917
Br -6.012750 6.963176 0.139643 0.1848 -0.5418 -0.8434
H -5.830520 6.584491 -2.349768 -0.0277 -0.3798 0.1951
C -0.901039 6.567563 -3.815903 0.4239 1.4118 -0.3421
Br 1.011375 6.971011 -3.649987 -0.5144 -0.1400 -0.1749
Br -1.222393 4.744569 -4.072810 -0.0002 -0.8234 -0.0350
Br -1.748094 7.570364 -5.304506 0.4408 -0.2169 0.7751
H -1.314937 6.939571 -2.878664 -0.1863 -0.2202 -0.3565
C 4.079676 2.987152 -3.175734 -0.1825 0.5171 -0.3396
Br 4.130317 4.185134 -4.808625 -0.3523 -0.8405 1.4060
Br 3.353461 3.819277 -1.546855 0.2653 -0.0635 -0.9197
Br 5.830336 2.285986 -2.886437 0.2253 0.1007 0.1299
H 3.437316 2.126945 -3.364193 0.0091 0.4262 -0.2765
```
Positions in Å, forces in eV/Å.

HOMO = -6.75 eV
Energy relative to the best compared isomer or geometry (same formula, charge and spin) = 116.2 kcal/mol
Net charge = 0
Kohn-Sham gap = 5.5 eV